Record 1
C26H38B2Ca2F8O21 | wB97M-V/def2-TZVPD

Geometry (Å):
Ca  -11.910952  12.636804  -13.131076
Ca  -9.574433  10.087151  -8.121481
B  -14.446864  13.517703  -11.834109
F  -13.479013  12.565591  -11.393797
F  -15.654009  12.861587  -12.002526
F  -14.627705  14.597864  -11.010727
F  -13.903398  13.910531  -13.099391
B  -10.778047  10.224534  -10.694866
F  -11.168834  9.047650  -11.237637
F  -9.388407  10.242600  -10.473405
F  -11.080885  11.422588  -11.418694
F  -11.334035  10.543534  -9.425213
C  -10.048124  15.719345  -8.639686
C  -8.878682  15.974504  -9.616852
O  -9.365136  15.488799  -10.872925
C  -10.598704  14.971490  -10.699928
O  -11.188269  14.402904  -11.564953
O  -11.082161  15.220826  -9.479547
H  -10.309216  16.666292  -8.182965
H  -9.722065  14.927744  -7.966631
H  -7.963895  15.463671  -9.329497
H  -8.724056  17.050395  -9.664822
C  -15.589248  9.135057  -10.138426
C  -14.299082  9.116404  -9.311338
O  -14.637888  8.312315  -8.191271
C  -15.948553  7.960082  -8.238359
O  -16.464801  7.209994  -7.485085
O  -16.568699  8.585675  -9.268298
H  -15.596358  8.474885  -11.007878
H  -15.793444  10.158174  -10.453221
H  -13.935296  10.110862  -9.045447
H  -13.444410  8.738065  -9.880679
C  -12.469220  3.770206  -7.715623
C  -12.826624  5.243731  -7.853099
C  -13.150430  5.847359  -6.483290
O  -12.513992  7.123042  -6.532101
C  -11.664490  7.155521  -7.522291
O  -11.030557  8.145468  -7.836466
O  -11.666135  6.028419  -8.221857
H  -11.643861  3.606148  -7.026367
H  -12.116746  3.384823  -8.679169
H  -13.347096  3.150506  -7.542798
H  -13.647542  5.429557  -8.544439
H  -12.681373  5.285320  -5.667810
H  -14.194475  5.873239  -6.178347
C  -6.097738  15.635149  -12.682954
C  -6.481910  14.414529  -13.527419
C  -6.082383  13.112325  -12.858459
O  -7.260435  12.316458  -12.909334
C  -8.299108  13.100351  -13.146384
O  -9.432866  12.694704  -13.093859
O  -7.920871  14.316849  -13.534985
H  -6.770557  16.469124  -12.888421
H  -5.075548  15.930680  -12.915212
H  -6.218765  15.483284  -11.608638
H  -6.106212  14.598634  -14.532388
H  -5.789306  13.224648  -11.812423
H  -5.213789  12.670238  -13.347721
C  -12.426534  5.136884  -13.278423
C  -12.399854  5.164968  -11.764254
C  -12.999915  6.462966  -11.188315
O  -13.778224  6.024686  -10.104849
C  -13.861126  4.696067  -10.093756
O  -14.440886  4.054912  -9.281863
O  -13.209249  4.161315  -11.168857
H  -13.384164  5.350270  -13.757309
H  -12.234443  4.112364  -13.608074
H  -11.681445  5.801938  -13.703673
H  -11.362725  5.134564  -11.417830
H  -13.539876  7.090691  -11.902142
H  -12.161579  7.124939  -10.939204
C  -6.056676  4.397477  -8.935157
C  -6.754270  5.396839  -9.838827
C  -8.308664  5.278487  -9.787526
O  -8.700249  6.679481  -9.629001
C  -7.637652  7.410475  -9.335373
O  -7.691598  8.580884  -9.007241
O  -6.507979  6.740171  -9.404362
H  -6.479400  4.488063  -7.928325
H  -4.991450  4.541261  -8.753151
H  -6.171869  3.357741  -9.239061
H  -6.388245  5.343546  -10.864380
H  -8.574943  4.653169  -8.942435
H  -8.671656  4.984934  -10.765422
C  -7.649899  9.036623  -13.306990
C  -7.842412  7.574668  -13.474642
C  -9.246128  7.054187  -13.112735
O  -9.345585  5.917404  -13.925936
C  -8.524722  6.046947  -14.986512
O  -8.572036  5.393019  -15.974719
O  -7.687431  7.105851  -14.808847
H  -7.913352  9.450115  -12.330848
H  -8.255529  9.668461  -13.963750
H  -6.604334  9.299650  -13.477203
H  -7.177026  7.013247  -12.802707
H  -9.963122  7.865804  -13.267293
H  -9.212219  6.770638  -12.061949

Force components x, y, z for each atom (eV/Å):
-0.0126 1.2671 1.1941
-0.0702 -2.0246 -0.5396
-2.4210 0.5313 0.6157
0.8866 -0.5784 0.2740
0.5110 -0.1884 -0.2796
0.8610 -0.3295 -0.1288
0.8791 -0.0339 -0.9617
-0.2359 1.2952 -0.7528
-0.1941 0.5539 0.0044
0.6309 -0.0899 0.5108
-0.0551 -1.0910 -0.5828
-0.2603 -0.5016 0.9091
1.3026 -0.1559 -0.5861
-0.4841 0.7326 0.2948
-0.1330 -0.5366 0.2545
0.4283 0.9772 0.3327
-0.5366 -0.6012 -0.6910
-0.1034 -0.3936 -0.2968
-0.4910 -0.3374 0.4083
-0.5577 0.2581 0.5011
0.0398 -0.0299 -0.1771
0.3433 -0.0813 -0.4102
0.2453 0.1192 -0.3437
0.2440 0.2115 -0.7368
0.6858 0.0206 -0.0592
-0.4103 0.2464 -0.4452
0.0833 -0.0681 0.2632
0.1489 0.1120 0.5008
0.4041 0.1518 -0.1036
-0.5555 -0.1296 0.1006
-0.6053 0.0776 0.6027
-0.2136 -0.6743 0.2097
0.6592 0.0530 -1.1610
-0.4216 -0.5759 2.7468
0.2267 -1.3773 0.7836
0.1923 1.0824 0.3352
-1.4863 -1.0296 -0.3849
1.5491 1.3112 0.0609
0.7234 0.7411 -0.4042
-0.2263 0.0389 0.4057
0.0730 0.1142 -0.0023
0.0941 0.2448 0.5707
1.4136 0.5772 2.5341
0.2908 0.0480 -0.1607
-0.1449 0.7005 -0.6446
-0.3457 0.1572 -0.1241
0.2313 1.4476 1.4059
1.2259 0.1191 -0.1069
0.0782 -0.6017 0.2618
0.6521 0.4612 -1.0486
-0.8463 0.0225 -0.2679
-0.8228 -0.5651 0.0823
0.1724 0.0184 -0.4401
-0.0028 0.0576 0.1542
0.2192 -0.3867 -0.0398
-0.3009 -0.5324 -0.1714
-0.2378 0.2354 -0.0075
-0.4549 -0.5047 -0.2081
-0.2854 -1.0377 -0.2908
-0.5482 1.4859 -0.8500
1.4533 0.5896 -1.1822
-0.4278 1.3180 -0.8292
-0.7984 -2.0403 -2.6285
-1.1402 -0.3445 -1.2401
0.1309 0.1085 0.7004
-0.2054 0.3233 0.5551
0.4649 0.1199 -0.0367
0.1039 -0.0704 0.0545
-0.0584 -0.6691 0.1360
-0.7305 -0.5956 0.0031
-0.3311 -0.3131 0.9199
0.0146 0.1067 0.9914
0.0986 -1.0828 -0.3097
1.6003 0.8912 -0.6682
-0.2545 -0.3941 0.3522
0.2633 -0.3346 0.2979
-0.7297 0.6896 0.4919
-0.0909 0.5799 0.2621
-0.2026 -0.0942 -0.0778
0.0342 0.3563 -0.6181
-0.2481 0.1180 -0.3082
0.0104 -0.0684 -0.0047
-0.6845 0.1991 -0.0322
-0.4148 -0.4794 0.2459
0.4356 1.3778 -0.2703
-0.7906 -0.7735 0.9666
1.4807 0.9562 0.6518
-0.8406 -0.3314 0.2228
0.1769 0.2391 -1.5556
0.1036 0.0253 0.6460
0.0923 0.0745 0.2710
0.0951 -0.6639 0.3202
0.0156 -0.4445 -0.4210
-0.0504 0.0519 -0.0683
0.4575 0.1677 -0.3780
-0.5154 -0.5549 -0.3497
-0.5492 -0.0520 -0.0204

Its net charge is +2. The calculation puts the strongest force on any atom at 3.42 eV Å⁻¹. Its HOMO-LUMO gap is 7.70 eV. For the highest occupied orbital energy, the calculation gives -14.64 eV.


Record 2
C26H38BCl48FO2 | wB97M-V/def2-TZVPD

Geometry (Å):
C  5.523058  1.084758  1.322333
C  4.858696  2.274752  2.114545
O  3.735952  1.672973  2.789822
C  2.553673  1.953506  1.999509
C  1.274781  1.285181  2.571041
B  -0.121895  1.873423  2.037053
C  -0.200850  3.450731  1.643754
C  0.369630  3.761536  0.213068
C  -0.734806  3.714272  -0.922724
O  -0.518797  2.660848  -1.871202
C  -1.485694  1.041036  1.890600
C  -1.380657  -0.470126  2.231782
C  -0.759087  -1.328877  1.074910
F  -2.718682  -0.941152  2.343885
H  5.958758  0.421693  2.094335
H  4.672233  0.585281  0.817460
H  6.300755  1.420182  0.604772
H  5.568411  2.756055  2.818514
H  4.554343  3.042311  1.368958
H  2.771895  1.540293  0.981012
H  2.499621  3.074620  1.919869
H  1.355333  0.177586  2.442535
H  1.279423  1.445419  3.685318
H  0.351907  3.981911  2.461353
H  -1.255984  3.800232  1.686341
H  0.769819  4.804574  0.223707
H  1.194763  3.092294  -0.114984
H  -0.714569  4.693581  -1.454537
H  -1.744593  3.629161  -0.461316
H  0.415035  2.710531  -2.093372
H  -1.940666  1.243110  0.894662
H  -2.195906  1.483580  2.641037
H  -0.915891  -0.684845  3.212408
H  0.318620  -1.095802  0.965651
H  -1.334131  -1.177533  0.136647
H  -0.928807  -2.389211  1.378028
C  4.441849  -2.283251  3.158768
Cl  2.709688  -2.613953  3.242890
Cl  5.359483  -3.665345  3.763886
Cl  4.918663  -1.894039  1.503703
H  4.655958  -1.422966  3.785866
C  0.498218  -4.289330  6.657819
Cl  -0.017383  -3.017894  5.543372
Cl  2.209689  -4.111841  7.061583
Cl  -0.489880  -4.257113  8.125111
H  0.357471  -5.248085  6.173204
C  -2.285743  4.128487  -4.119891
Cl  -3.167382  3.372348  -5.460779
Cl  -1.322655  5.490370  -4.701230
Cl  -3.410630  4.651987  -2.857925
H  -1.612332  3.396344  -3.690915
C  2.806867  5.944356  -5.098249
Cl  1.332338  6.822983  -5.514552
Cl  3.989526  7.028743  -4.356635
Cl  2.440966  4.588101  -4.023566
H  3.235287  5.546552  -6.011154
C  0.574494  0.517093  -4.518314
Cl  -0.907175  1.383632  -4.934642
Cl  1.751530  1.619916  -3.787004
Cl  0.221301  -0.817517  -3.420616
H  1.008384  0.113112  -5.426208
C  9.276386  -2.188174  3.007148
Cl  7.867832  -1.419233  3.746723
Cl  9.172550  -3.946702  3.148862
Cl  9.428091  -1.707762  1.313212
H  10.162086  -1.855623  3.536281
C  -1.866400  -0.401706  8.095492
Cl  -0.908607  -0.011092  9.528317
Cl  -3.563441  0.021672  8.344926
Cl  -1.221261  0.423712  6.671550
H  -1.802822  -1.471427  7.924686
C  3.207530  -7.735479  5.087488
Cl  2.332201  -8.542659  3.782402
Cl  4.108520  -6.354380  4.454395
Cl  2.094861  -7.232443  6.368931
H  3.914504  -8.438639  5.513627
C  3.481371  -2.887014  -2.349661
Cl  2.630268  -3.721350  -3.655030
Cl  4.388839  -1.506373  -2.980274
Cl  2.349249  -2.365230  -1.098439
H  4.184323  -3.581921  -1.903652
C  -6.887085  4.341106  -4.990739
Cl  -8.267521  5.128707  -4.218122
Cl  -7.064347  2.581563  -4.936056
Cl  -6.709893  4.898252  -6.659564
H  -5.988919  4.609486  -4.443681
C  -8.810086  0.719879  -7.643230
Cl  -9.135920  1.891370  -8.925111
Cl  -10.306082  0.260127  -6.823918
Cl  -7.992762  -0.706752  -8.295166
H  -8.153706  1.184584  -6.917072
C  3.317158  -12.073081  1.569665
Cl  4.227659  -11.634659  3.019536
Cl  1.614098  -11.629172  1.745606
Cl  4.014364  -11.303231  0.140134
H  3.377274  -13.147844  1.441451
C  0.360202  -7.774156  0.434649
Cl  -0.503999  -8.581314  -0.878717
Cl  1.268874  -6.386582  -0.176729
Cl  -0.762651  -7.270884  1.703889
H  1.064130  -8.480151  0.862771
C  -5.812818  -3.638401  -7.371741
Cl  -4.160340  -4.237401  -7.184657
Cl  -6.820293  -4.835692  -8.193354
Cl  -6.503638  -3.213982  -5.802496
H  -5.782499  -2.742957  -7.982596
C  -10.831003  8.132521  -5.049160
Cl  -12.436945  8.166157  -5.785449
Cl  -10.378000  9.738819  -4.468078
Cl  -10.773948  6.955038  -3.732897
H  -10.115510  7.829978  -5.806120
C  1.870916  6.977032  4.093518
Cl  1.429476  8.019644  2.736367
Cl  0.424978  6.384289  4.918563
Cl  2.868444  5.626656  3.541520
H  2.450053  7.562271  4.798690

Force components x, y, z for each atom (eV/Å):
-0.2635 1.2428 0.8649
0.7254 -1.0848 -1.0116
-0.3504 1.0792 -0.3176
0.2414 -0.0248 -0.0748
0.4225 -0.1440 0.1331
-0.2172 0.6842 -0.5012
0.1140 -0.8295 0.4603
-0.5513 0.6963 -0.2686
0.4367 0.7071 0.6974
-0.4350 0.3730 0.6587
0.7161 -0.3623 1.1634
-0.6468 0.1243 -1.7776
-0.6043 -0.0305 1.1363
0.3042 -0.0120 0.2111
-0.1376 0.2418 -0.7503
0.8539 0.1898 0.0834
-0.4583 -0.2494 0.3942
-0.5834 -0.4207 -0.1195
-0.1195 -0.2595 0.6299
-0.4423 0.3991 0.4641
-0.3847 -0.9788 0.0457
0.0006 0.7794 0.1353
-0.0914 -0.0124 -0.7129
-0.2493 -0.0853 -0.8257
0.6159 -0.0909 -0.0378
-0.1056 -0.7934 -0.0225
-0.3874 0.3013 0.4158
-0.0613 -0.5304 0.2409
0.6694 -0.3095 -0.5241
0.0463 -0.1757 -0.1956
0.2522 -0.3686 0.4986
0.4676 -0.1669 -0.5533
-0.0293 0.2988 -0.4814
-0.6050 -0.2670 -0.1406
0.5221 0.1791 0.5465
0.4956 0.6361 -0.3260
-0.0638 -0.0504 -0.1659
0.0240 0.0469 0.0271
0.0449 0.1867 -0.0237
-0.1132 -0.6817 0.1222
-0.0300 -0.0475 -0.0608
0.1448 0.2381 0.0513
-0.0443 -0.0743 0.0394
-0.1775 0.2862 -0.0137
-0.0047 -0.0419 -0.0323
0.0083 0.0701 0.0031
-0.1853 0.2653 -0.1258
-0.1340 0.1899 0.1049
-0.2360 -0.3335 0.1685
-0.0775 -0.0318 -0.0782
-0.0528 0.0400 0.1205
-0.0275 0.1388 0.1605
0.3950 0.1402 -0.1352
-0.0373 -0.0740 -0.0760
0.0611 0.3573 -0.1660
-0.0407 0.0156 0.0771
-0.2890 -0.1117 0.2831
0.3653 -0.3921 -0.2330
0.1875 -0.4087 -0.1691
0.0400 0.0677 -0.1376
0.0048 0.0665 0.0763
-0.1128 -0.0644 -0.1083
0.2555 0.1599 0.0562
0.0355 0.0950 0.0155
0.0128 -0.0042 0.1008
-0.0768 -0.0221 -0.0366
-0.0081 0.0530 0.0082
-0.0343 -0.0680 -0.0825
0.0798 -0.0570 -0.0206
-0.0137 -0.0440 0.0255
0.0212 0.0808 -0.0037
0.0267 0.0936 -0.1673
-0.0067 -0.0340 0.0906
-0.2513 -0.2677 0.1766
0.1430 -0.4655 -0.0988
-0.0955 0.0245 -0.0177
-0.1199 0.0633 -0.0196
0.0777 -0.0085 0.0818
-0.0068 -0.0498 0.0444
0.0636 -0.1051 0.0195
-0.0452 0.0638 -0.0309
-0.0782 0.0730 -0.0271
0.2764 -0.1193 -0.1485
0.0899 0.0407 0.0849
0.0188 -0.0513 0.1089
-0.0315 -0.0808 -0.0641
-0.1125 0.0066 -0.0378
0.0595 -0.0457 0.0981
0.1236 0.0319 -0.0169
-0.0195 0.0299 -0.0115
-0.0548 -0.0181 -0.0836
0.0303 0.1649 -0.0007
-0.0118 -0.1144 -0.0771
0.0423 -0.0383 -0.0154
-0.0466 -0.0675 0.0740
-0.0216 0.0851 0.0158
-0.0369 0.0820 -0.0306
0.0726 -0.0001 0.0875
-0.0146 -0.0682 0.0572
0.0809 -0.0546 -0.0424
-0.0460 0.0504 -0.0381
-0.0231 -0.0786 0.0942
-0.0660 0.0642 -0.0358
0.0403 0.0998 0.0063
0.0443 0.0042 -0.0922
0.0069 -0.0644 0.0540
-0.0510 0.0318 0.0450
0.1109 -0.0204 0.0109
0.0120 -0.0927 -0.0535
-0.2118 0.1723 0.0147
-0.0467 0.0085 0.0682
-0.1070 -0.0511 -0.0854
0.0439 -0.0346 0.0816
0.0954 0.0365 -0.0183
0.0070 0.0274 0.0466
-0.0422 -0.0499 -0.0576

The calculation puts the strongest force on any atom at 1.90 eV Å⁻¹. Its HOMO-LUMO gap is 9.92 eV. For the highest occupied orbital energy, the calculation gives -9.75 eV.


no.,energy (Ha),LUMO (eV)
1,-4797.65700,-6.9380
2,-23377.76892,0.1754